Record 1
Formula: C48H51CoFN6O5S2
Source: the OMol25 dataset
Level of theory: wB97M-V/def2-TZVPD

Properties
Calculated total energy = -4842.94548 hartree
Frontier orbital gap (spin up / spin down) = 0.264 / 0.257 hartree
M = 934.0 g/mol

```
! wB97M-V def2-TZVPD RIJCOSX def2/J DEFGRID3
* xyz 2 2
Co 0.14 0.12 -0.16
F -1.16 -2.32 -6.03
C -1.66 -2.83 -4.88
C -1.26 -2.23 -3.71
C -1.75 -2.66 -2.47
C -1.25 -2.11 -1.24
O -0.21 -1.36 -1.23
C -1.95 -2.52 -0.06
C -2.88 -3.50 -0.11
N -3.23 -4.14 -1.26
C -4.16 -5.23 -1.21
C -5.40 -5.11 -0.37
C -5.51 -5.07 -1.86
C -2.68 -3.73 -2.46
C -3.00 -4.37 -3.65
C -2.52 -3.93 -4.90
N -2.85 -4.66 -6.05
C -4.22 -5.07 -6.27
C -4.19 -6.51 -6.83
N -2.89 -6.69 -7.53
C -2.54 -5.49 -8.31
C -2.20 -4.36 -7.31
C -1.74 -1.80 1.26
O -2.31 -2.21 2.26
O -1.03 -0.73 1.23
H -0.56 -1.41 -3.74
H -3.38 -3.81 0.80
H -3.68 -6.20 -1.26
H -5.57 -4.20 0.18
H -5.74 -6.00 0.14
H -5.73 -4.12 -2.32
H -5.94 -5.92 -2.37
H -3.61 -5.26 -3.62
H -4.72 -4.40 -6.98
H -4.79 -5.05 -5.34
H -5.00 -6.67 -7.53
H -4.26 -7.25 -6.03
H -2.90 -7.53 -8.12
H -2.16 -6.79 -6.81
H -3.38 -5.22 -8.95
H -1.68 -5.69 -8.95
H -2.51 -3.40 -7.74
H -1.13 -4.33 -7.14
C -1.52 3.00 6.08
C -1.79 2.61 4.66
C -2.40 1.39 4.37
C -2.67 1.03 3.07
C -2.34 1.87 2.03
C -1.70 3.08 2.29
C -1.44 3.44 3.60
S -2.71 1.29 0.35
C -3.70 2.73 -0.23
O -1.45 1.47 -0.45
H -2.04 2.33 6.76
H -1.85 4.02 6.28
H -0.45 2.95 6.30
H -2.68 0.73 5.18
H -3.13 0.07 2.86
H -1.40 3.73 1.48
H -0.98 4.40 3.79
H -3.25 3.67 0.07
H -4.71 2.65 0.17
H -3.72 2.67 -1.31
N 0.87 1.15 1.33
S 2.24 1.08 2.17
C 1.79 0.73 3.89
C 2.62 1.13 4.92
C 2.31 0.75 6.22
C 1.19 -0.03 6.48
C 0.36 -0.40 5.44
C 0.65 -0.03 4.13
C 2.72 2.83 2.31
C 2.05 3.71 3.14
C 2.41 5.05 3.13
C 3.43 5.49 2.30
C 4.09 4.60 1.47
C 3.74 3.26 1.48
H 0.16 1.67 1.82
H 3.50 1.72 4.72
H 2.96 1.06 7.03
H 0.98 -0.35 7.49
H -0.52 -1.00 5.62
H 0.02 -0.33 3.31
H 1.26 3.36 3.78
H 1.90 5.74 3.78
H 3.71 6.53 2.30
H 4.89 4.94 0.84
H 4.24 2.55 0.84
C 5.60 1.53 -3.49
N 4.67 1.34 -2.42
N 3.31 1.56 -2.57
C 2.64 0.89 -1.57
O 1.39 0.95 -1.47
C 3.64 0.22 -0.81
C 4.85 0.49 -1.38
C 6.21 0.01 -1.01
C 2.73 2.49 -3.45
C 3.29 3.74 -3.65
C 2.65 4.65 -4.48
C 1.46 4.31 -5.11
C 0.91 3.06 -4.90
C 1.54 2.14 -4.08
H 5.14 2.11 -4.29
H 5.91 0.57 -3.90
H 6.48 2.06 -3.13
H 3.44 -0.41 0.03
H 6.18 -0.50 -0.06
H 6.91 0.84 -0.95
H 6.58 -0.69 -1.76
H 4.20 4.02 -3.14
H 3.09 5.62 -4.64
H 0.97 5.02 -5.75
H -0.02 2.79 -5.39
H 1.11 1.17 -3.91
*
```

***

Record 2
Formula: C4H12N3
Source: the OMol25 dataset
Level of theory: wB97M-V/def2-TZVPD

Properties
Calculated total energy = -323.56173 hartree
Frontier orbital gap = 0.335 hartree
M = 102.2 g/mol

```
! wB97M-V def2-TZVPD RIJCOSX def2/J DEFGRID3
* xyz 1 1
C 1.46 -1.17 -0.05
C 1.28 -0.03 0.62
C 0.01 1.42 2.58
C 0.02 0.45 1.07
N -1.54 -0.44 -0.50
N -1.17 0.26 0.59
N -0.13 -0.57 -2.79
H 2.44 -1.50 -0.33
H 0.64 -1.83 -0.29
H 2.13 0.57 0.92
H 0.68 2.25 2.41
H -1.00 1.74 2.77
H 0.38 0.76 3.35
H -2.49 -0.24 -0.78
H -0.87 -0.50 -1.33
H -1.94 0.64 1.13
H 0.58 0.14 -2.93
H 0.32 -1.47 -2.92
H -0.81 -0.46 -3.53
*
```

***

Record 3
Formula: C6H8O2
Source: the OMol25 dataset
Level of theory: wB97M-V/def2-TZVPD

Properties
Calculated total energy = -383.75568 hartree
Frontier orbital gap (spin up / spin down) = 0.291 / 0.270 hartree
M = 112.1 g/mol

```
! wB97M-V def2-TZVPD RIJCOSX def2/J DEFGRID3
* xyz 0 1
C -0.05 -1.04 -0.18
C 2.45 0.05 0.01
C -2.50 0.10 -0.15
C 0.99 -0.02 0.36
C -1.06 0.06 0.07
C -0.05 1.14 0.04
O 0.62 0.09 1.67
O -0.07 2.33 -0.08
H 0.01 -1.28 -1.25
H -0.17 -1.95 0.42
H 2.59 0.08 -1.07
H 2.88 0.96 0.44
H 2.98 -0.81 0.42
H -2.72 -0.06 -1.22
H -2.93 1.06 0.15
H -2.98 -0.72 0.38
*
```

***

Record 4
Formula: C22H16ClMnNO3P
Source: the OMol25 dataset
Level of theory: wB97M-V/def2-TZVPD

Properties
Calculated total energy = -3081.00004 hartree
Frontier orbital gap (spin up / spin down) = 0.331 / 0.324 hartree
M = 463.7 g/mol

```
! wB97M-V def2-TZVPD RIJCOSX def2/J DEFGRID3
* xyz 0 5
Mn -0.31 -0.21 0.17
O 1.37 -0.69 -0.66
C 1.59 0.33 0.14
C 2.46 0.29 1.36
C 3.85 0.21 1.32
C 4.56 0.15 2.51
C 3.90 0.17 3.73
C 2.51 0.26 3.77
C 1.80 0.34 2.58
P -0.01 0.50 2.38
C -0.70 -0.03 3.98
C -0.84 0.85 5.05
C -1.31 0.38 6.27
C -1.65 -0.96 6.42
C -1.54 -1.83 5.35
C -1.07 -1.37 4.12
C -0.28 2.30 2.32
C 0.72 3.23 2.55
C 0.45 4.59 2.45
C -0.83 5.02 2.13
C -1.84 4.10 1.90
C -1.56 2.74 1.98
H 4.36 0.18 0.36
H 5.65 0.08 2.48
H 4.46 0.10 4.65
H 1.99 0.27 4.72
H -0.58 1.90 4.94
H -1.41 1.07 7.11
H -2.02 -1.32 7.37
H -1.83 -2.87 5.46
H -1.00 -2.04 3.28
H 1.72 2.90 2.79
H 1.24 5.31 2.62
H -1.04 6.09 2.06
H -2.83 4.43 1.63
H -2.35 2.02 1.77
Cl -0.49 4.46 -1.92
C 0.94 3.42 -1.82
C 0.69 2.13 -1.09
O 1.79 1.64 -0.58
O -0.41 1.61 -0.99
H 1.74 3.96 -1.33
H 1.25 3.18 -2.83
N -2.78 -2.20 -0.21
C -1.88 -1.48 -0.05
*
```

***

Record 5
Formula: C3H5N3O
Source: the OMol25 dataset
Level of theory: wB97M-V/def2-TZVPD

Properties
Calculated total energy = -356.67632 hartree
Frontier orbital gap = 0.287 hartree
M = 99.1 g/mol

```
! wB97M-V def2-TZVPD RIJCOSX def2/J DEFGRID3
* xyz 0 1
N 0.89 -0.23 1.43
C -0.23 0.13 0.57
C -1.31 0.73 1.18
O -2.10 1.04 0.12
N -1.54 0.68 -1.12
C -0.39 0.14 -0.83
N 0.50 -0.27 -1.84
H 1.11 -1.24 1.48
H 1.76 0.27 1.22
H 0.54 0.07 2.35
H 0.68 -1.27 -1.81
H 0.08 -0.06 -2.75
*
```

***

Record 6
Formula: C16H16Br39F3IO6PS2
Source: the OMol25 dataset
Level of theory: wB97M-V/def2-TZVPD

Properties
Calculated total energy = -103192.15291 hartree
Frontier orbital gap = 0.339 hartree
M = 3699.6 g/mol

```
! wB97M-V def2-TZVPD RIJCOSX def2/J DEFGRID3
* xyz 0 1
O -3.65 2.97 3.09
S -2.94 1.95 2.43
O -2.62 0.91 3.37
O -3.71 1.37 1.10
C -2.74 1.27 0.08
I -3.70 1.38 -1.82
C -1.51 2.19 0.30
C -1.60 3.59 -0.39
F -1.22 3.58 -1.65
F -0.85 4.45 0.33
F -2.86 4.05 -0.30
P 0.17 1.33 0.21
O -0.03 -0.13 -0.36
O 0.66 1.26 1.72
S 1.47 2.27 -0.84
O -1.69 2.57 1.68
H -2.38 0.25 0.15
H -0.42 -0.71 0.31
H 1.18 2.08 1.85
C 2.48 -3.19 1.16
Br 2.66 -3.54 -0.72
Br 2.13 -1.33 1.49
Br 1.14 -4.32 1.96
H 3.42 -3.44 1.62
C -7.94 3.83 -1.50
Br -6.97 5.37 -2.14
Br -8.98 3.01 -2.90
Br -6.77 2.56 -0.65
H -8.63 4.18 -0.75
C -7.50 9.52 -1.02
Br -7.74 8.15 0.31
Br -6.26 8.98 -2.40
Br -9.18 10.10 -1.76
H -7.06 10.37 -0.53
C 3.74 3.49 3.74
Br 3.78 1.60 4.09
Br 2.98 3.88 2.01
Br 2.85 4.47 5.14
H 4.77 3.82 3.72
C 6.03 -6.11 -1.42
Br 6.61 -4.84 -2.74
Br 6.25 -5.42 0.37
Br 4.22 -6.67 -1.76
H 6.66 -6.98 -1.50
C 5.16 -3.62 -6.65
Br 5.17 -5.41 -7.35
Br 4.18 -3.50 -5.01
Br 6.95 -2.92 -6.46
H 4.65 -3.00 -7.38
C -5.45 -2.06 1.79
Br -7.20 -1.31 2.06
Br -5.18 -2.61 -0.05
Br -4.06 -0.85 2.37
H -5.39 -2.96 2.39
C -0.36 -3.31 -2.85
Br 0.83 -2.53 -4.14
Br -1.72 -2.06 -2.31
Br -1.13 -4.96 -3.45
H 0.23 -3.53 -1.98
C 10.72 -3.69 -1.31
Br 10.66 -5.61 -1.30
Br 10.17 -2.97 -3.00
Br 9.71 -2.94 0.15
H 11.75 -3.40 -1.16
C 0.02 2.25 6.54
Br 0.04 1.73 4.69
Br -0.42 4.11 6.73
Br -1.12 1.13 7.61
H 1.03 2.12 6.91
C -5.34 -6.56 -4.20
Br -3.67 -7.20 -4.93
Br -5.09 -5.78 -2.46
Br -6.22 -5.35 -5.41
H -5.98 -7.42 -4.08
C 2.08 0.70 -6.00
Br 1.91 0.87 -4.09
Br 1.94 2.41 -6.88
Br 3.70 -0.22 -6.49
H 1.25 0.10 -6.34
C 2.47 1.23 9.88
Br 3.35 1.94 8.31
Br 1.14 2.45 10.55
Br 1.74 -0.52 9.55
H 3.22 1.13 10.64
*
```

***

- calculated total energy of number 1 (C48H51CoFN6O5S2)?
  -4842.94548 hartree